{
  "formula": "C8H18CeClIO3P",
  "method": "ωB97M-V/def2-TZVPD",
  "elements": ["C", "C", "H", "H", "H", "O", "I", "Ce", "P", "C", "C", "H", "H", "H", "C", "H", "H", "H", "H", "H", "H", "C", "O", "Cl", "C", "C", "O", "H", "H", "H", "H", "H", "H"],
  "positions_angstrom": [[0.285, -1.564, -1.765], [-0.339, -0.182, -1.812], [1.270, -1.568, -2.235], [-0.362, -2.296, -2.264], [0.389, -1.853, -0.721], [-1.554, 0.003, -1.459], [1.087, 1.260, -1.123], [-1.388, -0.177, 3.082], [-0.164, 0.552, -3.676], [1.514, 0.785, -4.282], [-0.912, -0.709, -4.699], [-2.109, 1.815, -3.107], [-1.441, 2.298, -4.695], [-0.645, 2.859, -3.199], [-1.187, 2.028, -3.664], [-1.945, -0.874, -4.374], [-0.905, -0.328, -5.724], [1.456, 0.992, -5.356], [2.147, -0.089, -4.095], [-0.339, -1.642, -4.667], [1.952, 1.666, -3.801], [0.703, 0.174, 2.185], [1.840, -0.077, 2.069], [-3.100, 1.638, 3.470], [0.646, -0.433, 7.076], [0.457, -0.176, 5.581], [-0.439, -1.180, 5.018], [-0.318, -0.453, 7.600], [1.238, 0.374, 7.512], [1.193, -1.370, 7.233], [-0.018, 0.794, 5.370], [1.409, -0.231, 5.037], [-0.422, -2.037, 5.485]],
  "atomic_forces_ev_per_a": [[0.1, 0.0, -0.1], [-2.3, -0.3, -2.5], [0.0, -0.1, 0.1], [0.0, 0.3, 0.1], [0.1, -0.1, 0.2], [1.1, -0.4, 0.7], [1.4, 1.4, 2.6], [-4.7, 0.1, 1.0], [-0.5, -1.4, 1.1], [0.0, 0.7, -0.4], [-0.2, 0.2, -0.5], [0.3, -0.1, -0.1], [0.0, 0.0, 0.1], [-0.2, -0.2, -0.1], [0.1, 0.2, -0.4], [0.2, 0.0, -0.1], [-0.2, -0.2, 0.0], [0.1, -0.2, 0.0], [-0.2, 0.1, 0.0], [-0.1, 0.2, 0.1], [0.0, -0.3, -0.2], [9.2, -0.4, -2.5], [-5.4, 1.1, 0.9], [1.0, -0.9, -0.1], [-0.1, 0.4, -0.2], [0.7, -0.2, 0.8], [-0.5, -0.5, -0.7], [0.2, 0.0, -0.2], [0.0, -0.1, -0.1], [-0.2, 0.2, -0.1], [-0.1, 0.0, 0.2], [-0.2, 0.0, 0.2], [0.2, 0.4, 0.0]],
  "e_above_lowest_ev": 4.654,
  "e_homo_ev": [-13.33, -13.35],
  "total_charge": 2,
  "spin_multiplicity": 2
}



{
  "formula": "C8H18Cl10O3S3",
  "method": "ωB97M-V/def2-TZVPD",
  "elements": ["O", "S", "O", "S", "O", "C", "C", "C", "S", "H", "H", "H", "H", "H", "H", "H", "H", "C", "Cl", "Cl", "H", "H", "C", "Cl", "Cl", "H", "H", "C", "Cl", "Cl", "H", "H", "C", "Cl", "Cl", "H", "H", "C", "Cl", "Cl", "H", "H"],
  "positions_angstrom": [[-2.236, 1.071, 0.029], [-2.580, -0.092, -0.826], [-3.576, -1.129, 0.106], [-4.535, -0.271, 1.204], [-1.252, -1.076, -1.083], [-0.142, -0.348, -1.630], [1.147, -1.139, -1.184], [2.464, -0.415, -1.586], [3.727, -0.555, -0.243], [-3.829, -0.317, 2.396], [-0.188, -0.376, -2.741], [-0.055, 0.694, -1.262], [1.062, -2.157, -1.629], [1.071, -1.300, -0.082], [2.239, 0.668, -1.715], [2.914, -0.811, -2.519], [4.802, 0.245, -0.558], [-7.363, 1.700, 3.858], [-8.426, 0.297, 4.017], [-5.903, 1.314, 2.932], [-7.900, 2.491, 3.344], [-7.072, 2.034, 4.849], [-5.739, 1.455, -3.493], [-6.005, -0.111, -4.269], [-4.378, 1.391, -2.364], [-5.528, 2.195, -4.259], [-6.636, 1.733, -2.947], [7.583, 2.415, -1.065], [7.814, 1.384, 0.350], [5.901, 2.395, -1.609], [7.856, 3.434, -0.807], [8.217, 2.054, -1.869], [11.252, 0.071, 0.535], [10.626, 0.357, -1.093], [12.408, -1.265, 0.556], [11.749, 0.972, 0.882], [10.422, -0.171, 1.191], [-5.998, -3.778, 2.769], [-6.313, -2.312, 3.703], [-5.471, -5.109, 3.808], [-6.910, -4.071, 2.259], [-5.218, -3.569, 2.043]],
  "atomic_forces_ev_per_a": [[-0.1, -2.2, -1.1], [0.7, 1.2, 0.7], [1.2, 0.5, 0.3], [0.2, -0.8, 0.0], [-0.9, 0.6, 1.2], [1.9, -0.5, -0.2], [-0.6, -0.3, 0.2], [0.2, 0.8, -0.4], [0.0, -0.3, 0.4], [-0.1, -0.2, -1.0], [-0.2, 0.2, 0.6], [-0.4, -0.6, -0.1], [0.3, 0.7, 0.2], [0.2, 0.3, -0.7], [0.2, -0.7, -0.1], [-0.5, 0.3, 0.5], [-1.0, -0.3, -0.4], [-0.2, 0.0, 0.2], [-0.1, 0.2, 0.0], [-0.3, 0.7, 0.4], [0.1, -0.1, -0.1], [0.1, -0.1, -0.1], [-0.1, 0.3, 0.0], [0.0, 0.0, 0.0], [-0.8, 0.5, -0.6], [0.1, -0.1, 0.0], [0.1, -0.1, 0.0], [0.2, 0.1, -0.1], [-0.2, 0.1, 0.2], [0.0, 0.1, -0.1], [-0.1, -0.1, 0.1], [-0.1, -0.1, 0.1], [-0.1, 0.1, 0.2], [0.2, 0.0, -0.2], [0.0, 0.0, 0.1], [0.0, -0.1, -0.1], [0.0, -0.1, -0.1], [0.1, 0.0, -0.2], [0.0, -0.1, 0.0], [0.0, -0.1, -0.1], [0.0, 0.0, 0.1], [0.0, 0.0, 0.1]],
  "e_homo_ev": -8.92
}



{
  "formula": "C8H18Cl12N2O4",
  "method": "ωB97M-V/def2-TZVPD",
  "elements": ["C", "N", "O", "O", "H", "H", "H", "C", "N", "O", "O", "H", "H", "H", "Cl", "C", "Cl", "H", "H", "Cl", "C", "Cl", "H", "H", "Cl", "C", "Cl", "H", "H", "Cl", "C", "Cl", "H", "H", "Cl", "C", "Cl", "H", "H", "Cl", "C", "Cl", "H", "H"],
  "positions_angstrom": [[4.487, 0.241, -2.739], [3.236, -0.339, -2.197], [2.572, 0.351, -1.325], [2.781, -1.438, -2.606], [5.070, 0.640, -1.908], [4.333, 1.016, -3.489], [5.040, -0.605, -3.148], [-2.704, -4.157, 0.755], [-1.984, -3.968, -0.565], [-2.402, -4.629, -1.485], [-1.113, -3.110, -0.709], [-3.729, -3.846, 0.553], [-2.269, -3.505, 1.512], [-2.578, -5.201, 1.041], [2.959, -2.938, 1.191], [2.220, -3.660, -0.327], [1.785, -5.374, -0.148], [1.314, -3.081, -0.509], [3.000, -3.602, -1.086], [-2.247, -1.782, 5.077], [-1.889, -0.027, 5.100], [-3.226, 0.912, 5.785], [-1.016, 0.155, 5.726], [-1.800, 0.331, 4.074], [-5.031, 3.351, -1.771], [-4.908, 1.551, -1.522], [-3.619, 1.225, -0.327], [-5.881, 1.283, -1.111], [-4.722, 1.041, -2.467], [1.835, 5.036, 1.321], [2.596, 3.373, 1.536], [3.910, 3.257, 0.318], [3.012, 3.449, 2.540], [1.851, 2.594, 1.368], [0.186, 6.226, -2.212], [0.140, 4.440, -2.072], [1.783, 3.731, -2.204], [-0.217, 4.033, -1.126], [-0.432, 4.074, -2.924], [-0.689, -0.641, 1.996], [-0.482, -0.343, 0.305], [-0.225, 1.402, 0.033], [0.431, -0.849, -0.008], [-1.380, -0.616, -0.249]],
  "atomic_forces_ev_per_a": [[0.8, -0.8, 0.3], [-4.5, 0.2, 2.1], [2.7, -2.1, -2.9], [1.9, 2.6, 0.6], [-0.4, 0.1, 0.0], [-0.5, -0.2, 0.2], [-0.1, 0.2, -0.2], [0.7, 0.5, 0.0], [0.1, 0.8, -0.6], [-0.1, -0.4, 0.1], [-0.5, -0.6, 0.9], [0.1, -0.4, 0.1], [0.1, 0.0, -0.2], [-0.3, 0.1, -0.2], [-0.4, -0.5, -0.8], [0.4, 0.2, 0.8], [0.0, 0.4, 0.1], [0.3, -0.2, -0.2], [-0.5, 0.2, 0.1], [0.2, 0.5, 0.0], [-0.4, 0.1, 0.0], [-0.1, 0.0, 0.1], [-0.1, -0.2, -0.3], [0.3, -0.3, 0.3], [0.1, -0.9, -0.2], [-0.3, 1.0, 0.4], [-0.5, -0.1, -0.5], [0.4, -0.2, 0.0], [0.2, 0.3, 0.2], [0.0, -1.0, 0.1], [0.2, 1.6, -0.5], [-0.2, -0.3, 0.8], [0.0, -0.5, -0.3], [0.2, 0.2, 0.1], [-0.1, -0.7, 0.4], [0.6, -0.3, -0.5], [-0.3, 0.2, -0.2], [-0.3, 0.8, -0.1], [0.0, 0.1, 0.3], [-0.2, -0.5, 0.8], [0.4, 0.5, -0.7], [0.1, 0.0, -0.1], [-0.3, 0.1, -0.2], [0.4, -0.1, 0.1]],
  "e_above_lowest_ev": 1.161,
  "e_homo_ev": -10.44
}



{
  "formula": "C8H18Cl2O3PPdS",
  "method": "ωB97M-V/def2-TZVPD",
  "elements": ["C", "C", "H", "H", "H", "O", "Cl", "Pd", "P", "C", "C", "H", "H", "H", "C", "H", "H", "H", "H", "H", "H", "C", "O", "Cl", "C", "S", "C", "O", "H", "H", "H", "H", "H", "H"],
  "positions_angstrom": [[0.849, -4.078, -0.855], [0.793, -2.628, -0.544], [-0.170, -4.446, -0.957], [1.356, -4.612, -0.037], [1.350, -4.188, -1.815], [-0.209, -1.945, -0.455], [2.306, -1.892, -0.288], [-0.640, 2.147, -0.110], [-0.283, 1.350, -2.140], [-1.650, 1.893, -3.221], [1.100, 2.521, -2.375], [1.300, -0.422, -2.517], [0.429, -0.043, -4.031], [-0.367, -0.968, -2.740], [0.329, -0.158, -2.954], [2.016, 1.968, -2.149], [1.143, 2.904, -3.392], [-1.307, 2.168, -4.235], [-2.147, 2.755, -2.748], [1.007, 3.321, -1.633], [-2.361, 1.053, -3.295], [-2.095, 0.978, 0.306], [-3.082, 0.422, 0.513], [0.472, 3.204, 1.735], [-0.559, 1.122, 4.120], [0.441, 0.017, 3.095], [0.614, -1.297, 4.302], [-0.403, -0.487, 1.974], [-0.084, 1.197, 5.110], [-1.569, 0.694, 4.154], [-0.567, 2.110, 3.641], [-0.354, -1.802, 4.407], [1.349, -2.000, 3.908], [0.993, -0.856, 5.224]],
  "atomic_forces_ev_per_a": [[-0.5, -0.1, 0.2], [-2.2, 0.1, 0.1], [0.0, 0.0, 0.0], [0.1, 0.1, -0.5], [0.4, -0.3, 0.1], [0.8, -0.4, -0.2], [1.5, 0.7, 0.3], [0.8, 1.4, 0.7], [1.6, -0.9, -5.5], [-0.8, 0.0, 1.0], [0.1, -0.4, 1.0], [-0.2, 0.0, -0.1], [-0.1, 0.5, -0.2], [0.0, -0.1, -0.1], [0.0, -0.6, 1.4], [0.0, 0.1, 0.0], [-0.2, 0.2, -0.1], [0.2, -0.1, 0.5], [-0.1, -0.1, -0.5], [0.4, 0.6, -0.4], [0.1, 0.4, 0.0], [-6.0, -3.1, 2.0], [3.8, 1.8, -1.0], [0.4, 0.5, 0.3], [0.0, 0.9, -0.4], [-1.2, -0.8, 1.5], [0.8, -0.8, -0.4], [0.4, 0.4, -0.1], [-0.1, -0.1, -0.4], [0.3, 0.0, 0.1], [-0.2, -0.2, 0.4], [0.1, 0.3, 0.0], [0.0, -0.1, 0.1], [-0.1, 0.0, 0.0]],
  "e_above_lowest_ev": 0.000,
  "e_homo_ev": [-19.31, -19.12],
  "total_charge": 3,
  "spin_multiplicity": 5
}



{
  "formula": "C8H18F3NNbO5S",
  "method": "ωB97M-V/def2-TZVPD",
  "elements": ["C", "C", "N", "C", "Nb", "S", "O", "O", "C", "F", "F", "F", "H", "H", "H", "H", "H", "H", "H", "H", "H", "H", "C", "C", "O", "C", "O", "O", "C", "H", "H", "H", "H", "H", "H", "H", "H"],
  "positions_angstrom": [[-2.882, 2.980, -4.789], [-3.698, 1.632, -4.919], [-4.983, 1.727, -5.178], [-3.098, 0.178, -4.811], [-1.914, -0.173, -2.865], [-0.473, -0.308, -0.779], [-1.165, -0.961, 0.393], [-0.165, 1.131, -0.390], [1.216, -1.113, -1.040], [1.618, -0.967, -2.358], [2.152, -0.367, -0.250], [1.294, -2.416, -0.568], [-3.543, 3.904, -4.914], [-2.097, 3.056, -5.613], [-2.355, 3.114, -3.795], [-5.259, 2.718, -5.225], [-2.442, -0.055, -5.719], [-3.972, -0.557, -4.861], [-0.431, 0.286, -3.807], [-1.594, -1.907, -3.299], [-3.425, -0.714, -1.975], [-2.310, 1.530, -2.387], [1.894, 0.477, 2.805], [1.473, -0.923, 3.194], [2.553, -1.624, 3.833], [2.754, -1.329, 5.119], [2.114, -0.551, 5.781], [3.813, -2.037, 5.550], [4.187, -1.753, 6.894], [2.807, 0.449, 2.205], [1.109, 0.974, 2.233], [2.112, 1.080, 3.690], [1.221, -1.487, 2.294], [0.585, -0.918, 3.831], [3.338, -1.852, 7.572], [4.616, -0.751, 6.960], [4.948, -2.475, 7.188]],
  "atomic_forces_ev_per_a": [[0.6, 0.2, -0.2], [-1.8, 0.6, -0.6], [2.2, -0.3, 0.5], [0.3, 0.7, -0.4], [-2.5, 1.3, -3.1], [-0.8, 2.6, 4.4], [1.6, 0.0, -2.4], [0.1, -2.7, -1.5], [2.5, 0.6, 1.2], [-0.6, -0.9, 2.4], [-1.7, -1.7, -1.7], [-0.1, 2.2, -1.5], [0.6, -1.5, 0.1], [-0.8, -0.3, 1.1], [-0.6, -0.5, -1.2], [0.2, -0.4, 0.1], [-0.7, 0.5, 1.2], [1.1, 1.0, 0.3], [0.6, -0.2, 0.0], [0.0, -0.7, 0.5], [0.1, -0.5, 0.3], [-0.3, 0.1, 0.7], [0.2, 0.3, 0.3], [-0.5, 0.5, -0.6], [0.2, -0.3, 0.6], [-0.1, 0.1, -0.6], [0.2, -0.2, 0.1], [-0.1, 0.0, 0.0], [0.1, 0.0, 0.3], [-0.2, -0.1, -0.1], [0.0, -0.1, -0.1], [-0.1, -0.1, 0.0], [0.2, -0.2, 0.2], [0.2, 0.0, 0.1], [0.0, 0.2, -0.1], [-0.2, 0.0, 0.1], [0.0, 0.0, -0.3]],
  "e_homo_ev": -5.98,
  "total_charge": -1
}



{
  "formula": "C8H18F6NO10S2Tl",
  "method": "ωB97M-V/def2-TZVPD",
  "elements": ["Tl", "C", "F", "F", "F", "S", "O", "O", "N", "S", "O", "O", "C", "F", "F", "F", "C", "C", "O", "O", "H", "H", "H", "H", "H", "H", "C", "C", "O", "O", "H", "H", "H", "H", "H", "H", "C", "C", "O", "O", "H", "H", "H", "H", "H", "H"],
  "positions_angstrom": [[-8.102, 12.241, -2.359], [-8.952, 9.272, 1.603], [-8.490, 10.380, 2.087], [-8.561, 8.252, 2.245], [-10.248, 9.292, 1.454], [-8.047, 9.075, -0.142], [-6.970, 10.014, -0.107], [-7.668, 7.739, -0.327], [-9.198, 9.843, -1.227], [-9.951, 8.553, -1.875], [-9.192, 7.847, -2.842], [-10.524, 7.771, -0.816], [-11.399, 9.304, -2.741], [-12.095, 9.964, -1.808], [-10.928, 10.167, -3.624], [-12.107, 8.379, -3.301], [-7.938, 15.949, -2.401], [-8.893, 15.628, -1.296], [-9.616, 14.454, -1.800], [-7.044, 14.845, -2.503], [-7.441, 16.878, -2.104], [-8.469, 16.085, -3.340], [-9.580, 16.463, -1.159], [-8.399, 15.300, -0.383], [-10.434, 14.357, -1.302], [-6.124, 15.126, -2.526], [-4.184, 11.941, -5.513], [-4.865, 12.907, -4.564], [-6.219, 12.524, -4.455], [-4.847, 12.141, -6.759], [-4.292, 10.889, -5.220], [-3.115, 12.127, -5.643], [-4.687, 13.892, -5.001], [-4.323, 12.851, -3.620], [-6.582, 12.717, -5.339], [-4.259, 11.882, -7.479], [-11.029, 12.605, 1.964], [-11.352, 12.559, 0.457], [-10.321, 12.138, -0.401], [-9.885, 13.353, 2.243], [-10.945, 11.570, 2.328], [-11.851, 13.031, 2.537], [-11.782, 13.494, 0.100], [-12.131, 11.787, 0.364], [-10.306, 11.175, -0.461], [-9.099, 12.848, 1.997]],
  "atomic_forces_ev_per_a": [[0.2, 0.6, 0.1], [-0.3, 0.0, -1.3], [0.1, 0.8, 0.4], [0.5, -1.2, 0.9], [-0.5, 0.2, 0.0], [2.8, 1.9, 0.9], [-0.4, 1.0, -0.1], [-1.0, -1.3, -0.5], [0.2, -1.1, 0.8], [-2.0, -2.0, -1.9], [0.6, 0.6, -0.3], [0.3, 0.7, 0.6], [0.3, 0.6, 0.7], [-0.1, 0.0, -0.2], [0.0, 0.3, -0.4], [-0.1, -0.2, -0.1], [0.2, 0.6, 0.8], [-0.5, -1.0, -0.8], [0.1, 0.2, -0.1], [0.2, -0.6, -0.2], [0.3, -0.2, -0.3], [0.0, 0.1, 0.0], [-0.1, -0.1, 0.2], [0.1, 0.5, 0.1], [0.0, -0.3, 0.1], [0.0, 0.0, 0.0], [0.1, -0.5, -1.0], [1.9, -0.4, -0.1], [-0.8, 0.2, 0.1], [0.0, 0.0, 0.0], [-0.1, 0.2, 0.3], [0.0, 0.3, 0.4], [-0.6, 0.2, 0.2], [-0.5, 0.0, 0.3], [-0.2, -0.2, 0.2], [-0.2, 0.0, 0.0], [0.4, -0.4, 0.4], [-1.4, -1.0, 0.0], [0.6, 0.3, -0.1], [0.2, 0.1, -0.2], [0.2, 0.1, -0.1], [-0.2, 0.2, -0.3], [0.4, 0.3, 0.1], [-0.2, 0.4, 0.2], [-0.2, 0.1, 0.1], [-0.1, 0.1, 0.1]],
  "e_above_lowest_ev": 1.379,
  "e_homo_ev": -15.62,
  "total_charge": 2
}



F_max, record by record: 9.52 2.43 4.95 7.04 5.11 3.48 eV/A